1.
{"formula": "C20H25N3O3S2", "method": "ωB97M-V/def2-TZVPD", "elements": ["C", "H", "O", "C", "C", "C", "C", "C", "C", "H", "H", "S", "O", "O", "N", "C", "H", "C", "N", "C", "S", "N", "H", "C", "H", "H", "C", "C", "C", "C", "C", "C", "C", "H", "H", "H", "H", "H", "H", "H", "C", "C", "H", "H", "H", "H", "H", "H", "H", "H", "H", "H", "H"], "positions_angstrom": [[5.2138, 2.6709, 0.9501], [5.8736, 3.5153, 0.4809], [4.8911, 2.0521, -0.3014], [4.0627, 0.7990, -0.1346], [3.6615, 0.1185, 0.9727], [2.8309, -0.9545, 1.2223], [2.4180, -1.6198, 0.1679], [2.8490, -0.9540, -1.3523], [3.5650, 0.2066, -1.3819], [3.9622, 0.5625, -2.2379], [2.5186, -1.3017, -2.1055], [1.4320, -2.8955, -0.0213], [1.8114, -3.8171, 1.2217], [1.7335, -3.6374, -1.1004], [-0.0668, -2.5222, -0.0187], [-0.7073, -2.0502, -0.9899], [-0.1919, -2.7812, -1.8754], [-2.1895, -2.2515, -0.9220], [-2.5259, -1.3468, 0.0780], [-3.7489, -0.6103, 0.2709], [-4.6359, -0.3845, 1.4476], [-4.3074, -0.0214, -0.8606], [-5.0774, 0.4638, -0.7744], [-3.4691, 0.6726, -1.8148], [-4.0193, 0.8649, -3.1351], [-2.4047, 0.1104, -2.2393], [-3.0240, 1.8523, -1.5028], [-1.8756, 2.1384, -0.5362], [-2.2304, 2.0166, 0.9724], [-1.0724, 1.9073, 1.8346], [0.2010, 1.8818, 1.2600], [0.4083, 1.6808, -0.1775], [-0.5758, 1.8417, -0.9289], [-0.4292, 1.6262, -2.0337], [1.4158, 1.5112, -0.4094], [1.0483, 1.8903, 2.0502], [-1.2817, 2.0053, 2.6506], [-3.1593, 2.2108, 1.4913], [-2.7450, 2.6707, -2.3504], [-4.0287, 2.6366, -0.9615], [-1.9603, -2.0025, 1.5364], [-0.6574, -1.7352, 1.5226], [-0.1469, -2.3261, 2.1742], [-0.2847, -0.8858, 1.2738], [-2.5248, -1.2598, 2.1292], [-2.1613, -3.0373, 1.5304], [-2.5905, -2.0056, -1.8660], [-2.2205, -3.4102, -0.7900], [-0.3647, -0.8630, -1.3785], [2.4759, -1.2446, 2.1629], [3.9572, 0.8183, 1.9996], [4.3399, 3.0710, 1.4071], [6.0074, 2.1222, 1.3933]], "max_force_ev_per_a": 18.53, "total_charge": 0, "orbital_gap_ev": 8.79, "total_energy_ev": -53408.965, "homo_energy_ev": -8.701, "molar_mass_g_mol": 419.6, "lumo_energy_ha": 0.003, "relative_energy_kj_mol": 1993.55}

2.
{"formula": "C20H25N3O4S", "method": "ωB97M-V/def2-TZVPD", "elements": ["O", "C", "C", "N", "C", "C", "C", "C", "C", "S", "C", "O", "C", "N", "C", "O", "C", "C", "C", "C", "O", "N", "C", "C", "C", "C", "C", "C", "H", "H", "H", "H", "H", "H", "H", "H", "H", "H", "H", "H", "H", "H", "H", "H", "H", "H", "H", "H", "H", "H", "H", "H", "H"], "positions_angstrom": [[-2.6213, -0.0328, 2.4701], [-1.5170, 0.4110, 2.2298], [-1.2152, 1.2152, 0.9527], [-0.5469, 0.3539, -0.0124], [-1.4252, -0.3998, -0.8788], [-1.8522, 0.3941, -2.0760], [-1.4881, 1.6526, -2.4427], [-2.0812, 2.0662, -3.6580], [-2.8845, 1.1149, -4.1931], [-2.9383, -0.3066, -3.2258], [0.7929, 0.2598, 0.0369], [1.4458, 0.8258, 0.9054], [1.5038, -0.5625, -1.0361], [1.2394, -0.0977, -2.3729], [0.5938, -0.8528, -3.2949], [0.2038, -1.9847, -3.0684], [0.3821, -0.1796, -4.5809], [-0.2925, -0.6135, -5.6927], [-0.2314, 0.4426, -6.6261], [0.4718, 1.4388, -6.0183], [0.8473, 1.0776, -4.7847], [-0.4305, 0.2478, 2.9940], [-0.3971, -0.6028, 4.1653], [0.2811, -1.9408, 3.8442], [1.7712, -1.7618, 3.5649], [2.4559, -1.0947, 4.7537], [1.8174, 0.2611, 5.0380], [0.3236, 0.1047, 5.3153], [-0.5593, 2.0568, 1.1865], [-2.1476, 1.5752, 0.5171], [-0.9452, -1.3245, -1.2126], [-2.3057, -0.6875, -0.2914], [-0.8194, 2.2715, -1.8708], [-1.9114, 3.0288, -4.1060], [-3.4545, 1.1560, -5.0994], [1.1954, -1.6117, -0.9905], [2.5754, -0.4995, -0.8176], [1.5284, 0.8353, -2.6199], [-0.7664, -1.5661, -5.8058], [-0.6511, 0.4596, -7.6104], [0.7617, 2.4160, -6.3515], [0.4567, 0.5846, 2.6391], [-1.4440, -0.7824, 4.4346], [0.1497, -2.6087, 4.6977], [-0.2144, -2.3946, 2.9832], [2.2242, -2.7365, 3.3717], [1.9150, -1.1481, 2.6732], [3.5201, -0.9673, 4.5464], [2.3592, -1.7344, 5.6344], [2.2981, 0.7258, 5.9014], [1.9733, 0.9194, 4.1810], [-0.1324, 1.0830, 5.4788], [0.1857, -0.4868, 6.2225]], "max_force_ev_per_a": 1.31, "total_charge": 0, "orbital_gap_ev": 9.46, "smiles": "O=C(CN(Cc1cccs1)C(=O)CNC(=O)c1ccco1)NC1CCCCC1", "total_energy_ev": -44642.678, "homo_energy_ev": -8.885, "molar_mass_g_mol": 403.5, "lumo_energy_ha": 0.021, "relative_energy_kj_mol": 133.93}

3.
{"formula": "C20H25N3O4S", "method": "ωB97M-V/def2-TZVPD", "elements": ["O", "C", "C", "C", "C", "S", "C", "N", "C", "N", "C", "C", "O", "C", "C", "O", "N", "C", "C", "C", "C", "C", "O", "C", "C", "C", "C", "C", "H", "H", "H", "H", "H", "H", "H", "H", "H", "H", "H", "H", "H", "H", "H", "H", "H", "H", "H", "H", "H", "H", "H", "H", "H"], "positions_angstrom": [[-2.3063, 1.7091, 0.5410], [-1.6664, 0.9325, -0.1445], [-0.5778, 1.2546, -1.0232], [0.0416, 2.5193, -1.2692], [1.0774, 2.4214, -2.1405], [1.3409, 0.7797, -2.6970], [0.0166, 0.2221, -1.7342], [-0.3494, -1.0673, -1.6928], [-1.3322, -1.3717, -0.8868], [-1.7794, -2.6513, -0.8820], [-0.9178, -3.7142, -1.3445], [-0.1567, -4.3386, -0.1563], [0.4113, -3.3770, 0.6939], [1.6118, -2.7950, 0.2304], [2.0622, -1.7428, 1.2452], [1.3132, -0.5584, 1.1993], [-1.9821, -0.4454, -0.1171], [-2.9814, -0.8520, 0.8648], [-2.3778, -1.7166, 1.9218], [-1.3867, -1.4755, 2.8234], [-1.2082, -2.6816, 3.5443], [-2.0995, -3.5659, 3.0290], [-2.8134, -2.9983, 2.0376], [1.9679, 3.5175, -2.6139], [2.7076, 4.2018, -1.4586], [1.8227, 5.1339, -0.6326], [0.7529, 4.4307, 0.2024], [-0.3730, 3.8028, -0.6240], [-2.3830, -2.9212, -0.1197], [-1.5246, -4.4837, -1.8278], [-0.2318, -3.2825, -2.0729], [0.6051, -5.0370, -0.5307], [-0.8606, -4.8886, 0.4762], [1.4649, -2.3225, -0.7511], [2.3877, -3.5706, 0.1356], [1.9253, -2.1393, 2.2529], [3.1291, -1.5316, 1.0793], [1.3491, -0.1990, 0.3042], [-3.8170, -1.3631, 0.3771], [-3.3423, 0.0881, 1.2993], [-0.8412, -0.5627, 2.9403], [-0.5109, -2.8592, 4.3365], [-2.3238, -4.5868, 3.2668], [2.6942, 3.1020, -3.3148], [1.3744, 4.2660, -3.1489], [3.1442, 3.4402, -0.8090], [3.5267, 4.7902, -1.8791], [1.3402, 5.8525, -1.3004], [2.4672, 5.7005, 0.0449], [1.2168, 3.6601, 0.8216], [0.3089, 5.1696, 0.8733], [-1.2235, 3.5933, 0.0238], [-0.6933, 4.5117, -1.3933]], "max_force_ev_per_a": 0.84, "total_charge": 0, "orbital_gap_ev": 8.31, "smiles": "O=c1c2c3c(sc2nc(NCCOCCO)n1Cc1ccco1)CCCCC3", "total_energy_ev": -44641.739, "homo_energy_ev": -7.578, "molar_mass_g_mol": 403.5, "lumo_energy_ha": 0.027, "relative_energy_kj_mol": 224.55}

4.
{"formula": "C20H25N4O5", "method": "ωB97M-V/def2-TZVPD", "elements": ["C", "N", "C", "C", "C", "C", "C", "C", "C", "C", "O", "N", "C", "C", "O", "N", "C", "C", "O", "C", "C", "H", "H", "H", "H", "H", "H", "H", "H", "H", "H", "H", "H", "H", "H", "H", "H", "H", "O", "C", "C", "C", "C", "C", "N", "O", "H", "H", "H", "H", "H", "H", "H", "H"], "positions_angstrom": [[3.4380, -3.2749, 3.6290], [1.9830, -3.1831, 3.5184], [1.2654, -4.4033, 3.8887], [1.3342, -2.0904, 2.8599], [1.1977, -2.0660, 1.4656], [0.4989, -1.0610, 0.8592], [-0.0917, -0.0254, 1.6009], [-0.8994, 1.0007, 0.9514], [-1.8669, 0.8022, 0.0118], [-2.4388, 1.9630, -0.6700], [-1.9347, 3.0673, -0.5530], [-3.5545, 1.7657, -1.4927], [-4.2257, 2.9305, -2.0168], [-4.0201, 0.4989, -1.8578], [-4.9084, 0.3591, -2.6776], [-3.4266, -0.6086, -1.2537], [-3.9204, -1.9166, -1.6054], [-2.4041, -0.5222, -0.3047], [-2.0050, -1.5450, 0.2212], [0.1127, -0.0176, 2.9895], [0.7843, -1.0377, 3.6052], [3.8995, -2.3667, 3.2437], [3.7128, -3.4032, 4.6749], [3.7990, -4.1308, 3.0606], [0.2039, -4.2886, 3.6743], [1.6573, -5.2468, 3.3219], [1.4019, -4.5943, 4.9521], [1.6273, -2.8655, 0.8871], [0.3460, -1.0719, -0.2056], [-0.7184, 2.0225, 1.2484], [-5.0338, 2.6317, -2.6843], [-4.6365, 3.5167, -1.1959], [-3.5153, 3.5503, -2.5595], [-3.3339, -2.6797, -1.0937], [-4.9670, -2.0106, -1.3188], [-3.8373, -2.0601, -2.6812], [-0.3084, 0.7831, 3.5719], [0.8926, -1.0603, 4.6755], [4.2436, 0.9319, -3.4343], [3.9046, 0.6964, -2.2765], [2.5883, 1.3018, -1.8121], [2.7206, 2.8173, -1.5814], [1.4183, 3.4475, -2.1313], [0.6279, 2.2928, -2.7790], [1.5247, 1.1293, -2.8238], [4.5209, 0.0542, -1.4264], [2.2864, 0.7888, -0.8886], [2.8945, 3.0499, -0.5248], [3.6012, 3.1710, -2.1296], [0.8285, 3.9212, -1.3371], [1.6453, 4.2318, -2.8646], [-0.2653, 2.0403, -2.1949], [0.3068, 2.5388, -3.7982], [1.0464, 0.2258, -2.7382]], "max_force_ev_per_a": 2.06, "total_charge": -1, "orbital_gap_ev": 4.92, "total_energy_ev": -37345.090, "homo_energy_ev": -3.821, "molar_mass_g_mol": 401.4, "lumo_energy_ha": 0.040, "relative_energy_kj_mol": 0.00}